No. 1
Below is C23H19GeIrS5Se3Te as an isolated structure, with properties calculated with the ωB97M-V functional and the def2-TZVPD basis.

The geometry in XYZ format:
```
53
Properties=species:S:1:pos:R:3:forces:R:3
Ir 0.429918 0.511583 -0.204774 -0.066 0.124 -0.007
Te -1.719925 -2.606657 0.987085 -0.001 -0.101 -0.043
Se -1.838026 -0.672900 2.580539 -0.053 0.058 0.080
Se -1.202201 -1.250433 -1.054719 0.053 0.008 0.055
Se 0.333445 0.184460 2.259407 -0.011 -0.049 -0.152
Ge -1.222996 3.450293 -1.020330 0.058 0.122 -0.018
S 4.130336 1.166193 -3.348353 0.051 0.012 0.019
S 2.312188 -1.210131 -0.250899 -0.109 0.050 0.062
S 1.299637 1.212891 -2.256852 -0.073 0.054 -0.099
S 4.933760 -1.018593 -1.696753 0.030 0.059 -0.002
S 6.884202 0.069678 -3.684998 -0.064 0.027 0.064
C -4.754614 2.916647 1.256639 -0.001 0.006 -0.011
C -3.459063 2.836700 0.757968 -0.027 0.005 -0.014
C -5.659903 3.814036 0.708256 0.008 0.003 -0.006
C -5.271018 4.624629 -0.352078 -0.001 -0.015 0.010
C -1.476159 3.235278 -5.282961 -0.022 -0.018 -0.001
C -0.960456 6.389496 -0.570800 -0.013 0.005 -0.025
C -1.121353 3.633131 -3.998659 0.040 -0.021 0.009
C -2.770113 1.431722 -4.361287 0.036 0.005 -0.027
C 1.013332 7.674688 -1.067985 -0.016 -0.021 0.002
C 3.287443 -0.464210 -1.423930 0.034 -0.165 0.045
C -2.304161 2.134875 -5.466002 0.009 0.009 0.026
C 1.630930 6.523625 -1.541866 -0.006 0.007 0.005
C -1.571473 2.931981 -2.883115 -0.108 -0.049 0.048
C 5.390570 0.079392 -2.945721 0.012 -0.061 -0.109
C -0.283107 7.604035 -0.577421 0.018 -0.007 -0.010
C 0.695138 0.287311 -3.703014 0.068 -0.112 0.018
C -0.320997 2.200042 0.113732 0.547 -0.009 0.081
C -0.359838 5.226693 -1.049674 -0.012 -0.013 -0.044
C -3.050804 3.650378 -0.299087 0.057 0.031 0.027
C 0.950806 5.313480 -1.525953 -0.004 0.011 0.007
C -3.978841 4.534178 -0.852039 0.009 0.006 0.004
C 2.936012 0.569231 -2.228853 -0.083 0.189 -0.007
C -2.401731 1.825521 -3.082246 -0.014 0.009 -0.013
H 1.544624 8.619340 -1.072058 0.001 0.003 0.000
H 2.648384 6.566035 -1.912728 -0.001 -0.001 -0.002
H -1.107408 3.785463 -6.141336 0.003 -0.001 0.001
H -2.769160 2.113828 1.181604 0.009 -0.011 0.002
H -2.747517 1.249012 -2.229579 0.016 -0.010 -0.001
H -6.670533 3.875152 1.096185 0.001 0.000 0.001
H 1.450060 4.413401 -1.872886 0.009 0.004 -0.001
H -3.402850 0.562214 -4.493073 0.002 -0.002 0.000
H -5.978200 5.317783 -0.794352 0.001 0.001 -0.002
H -0.201827 0.780738 -4.065611 -0.051 0.007 0.013
H -1.971201 6.347399 -0.179273 0.006 0.002 0.004
H 1.467968 0.312661 -4.471467 -0.032 0.018 -0.023
H -0.767343 8.495328 -0.194203 -0.001 0.000 0.000
H -5.052374 2.264311 2.068991 -0.003 0.000 -0.002
H -0.479376 4.497836 -3.866281 0.005 -0.005 -0.007
H -0.389540 2.563119 1.146193 -0.320 -0.160 0.038
H 0.474500 -0.737978 -3.410851 0.020 -0.005 0.007
H -2.578492 1.821739 -6.466773 -0.005 0.002 -0.002
H -3.692155 5.155476 -1.695959 -0.005 -0.001 0.002
```
Positions in Å, forces in eV/Å.

As for the charge: -2. The calculated total energy is -341026.0409 eV. The value obtained for the energy above the lowest of the compared OMol25 structures with the same formula, charge and spin is 0.000 eV. The value obtained for the molar mass is 1085.05 g mol⁻¹. The calculation puts the HOMO energy at -1.10 eV. As for the LUMO energy: 4.1 eV.

***

No. 2
Below is C23H19N11PbS3 as an isolated structure, with properties calculated with the ωB97M-V functional and the def2-TZVPD basis.

The geometry in XYZ format:
```
57
Properties=species:S:1:pos:R:3:forces:R:3
Pb 1.338470 -0.886029 -0.859976 0.732 -0.037 0.662
S -0.173336 -4.329936 -1.252875 -0.165 0.045 0.136
S -1.632973 -2.736123 0.522864 0.036 -0.013 0.121
S 3.043646 -2.869221 0.110589 0.018 -0.114 0.148
N 0.795746 -0.690529 -3.695862 -0.296 0.038 -0.253
N -2.647342 2.038052 -1.308513 -0.009 -0.094 0.036
N 2.643411 -4.001528 2.482755 0.169 0.060 -0.014
N -1.057250 0.316144 -1.769994 -0.185 -0.120 -0.429
N -1.815403 1.723071 -3.505106 0.035 0.182 -0.131
N 1.602909 -1.998034 2.288054 -0.182 -0.063 0.084
N -2.031988 0.533478 0.299522 -0.100 -0.108 -0.192
N -3.238422 3.462546 -3.005075 0.075 -0.025 -0.044
N 1.916565 -4.163319 -3.179555 -0.101 0.048 0.073
N 1.074281 1.478258 0.300862 -0.165 0.079 -0.005
N 1.290450 -0.874557 1.565072 0.098 0.070 -0.180
C -0.340772 -2.730163 -0.480465 -0.054 -0.211 -0.235
C -0.771799 -1.111387 5.449019 0.022 0.002 -0.043
C 0.909116 2.616148 -0.375892 -0.019 -0.058 0.118
C -1.088699 0.715199 -3.033325 -0.153 0.157 0.154
C -1.918475 0.968666 -0.953486 0.125 0.132 0.118
C -0.027775 -0.714246 -6.340769 -0.027 0.003 0.000
C -0.287026 -0.014135 -4.070134 0.005 -0.143 -0.149
C 1.015720 0.856644 4.674059 -0.012 -0.025 0.010
C 1.100181 -1.413527 -5.952169 0.069 0.003 0.002
C -0.217248 -0.270119 6.408265 -0.008 0.040 -0.027
C -2.529526 2.376939 -2.578338 -0.071 -0.048 -0.025
C 0.677627 0.713842 6.014687 0.005 -0.016 0.009
C -0.020052 2.527912 2.182519 0.011 0.026 -0.049
C 0.630060 1.401587 1.597547 0.153 0.001 0.082
C 0.463519 0.022680 3.704847 0.008 -0.084 -0.017
C 1.101783 -4.156313 -2.361391 0.198 0.033 -0.135
C -0.426679 -0.973320 4.114177 -0.095 0.061 0.041
C 0.328344 3.751796 0.140631 -0.045 0.050 -0.024
C -0.163076 3.682346 1.467722 0.012 -0.065 -0.054
C 0.811779 0.162130 2.267719 0.000 -0.064 -0.071
C 1.479681 -1.356564 -4.620236 0.090 0.016 0.099
C -0.722931 0.013154 -5.390743 -0.147 0.063 0.007
C 2.329936 -2.892858 1.706143 0.016 0.113 0.016
H -1.473964 -1.882655 5.744286 0.017 0.004 0.000
H -0.669895 4.533978 1.907033 0.015 -0.005 0.013
H 1.124201 1.367326 6.755298 -0.005 0.003 -0.015
H -1.604907 0.587458 -5.632778 0.018 -0.015 -0.054
H 1.269160 2.602574 -1.404599 -0.012 0.003 0.024
H -0.481929 -0.380007 7.453222 0.003 -0.011 -0.008
H 2.360680 -1.883387 -4.272506 -0.044 -0.028 0.006
H -1.679309 -0.390941 0.540506 -0.007 0.045 0.071
H 1.724784 1.618171 4.371246 -0.006 -0.009 -0.005
H 2.032182 -4.149159 3.269578 -0.043 0.002 -0.013
H 2.917698 -4.816458 1.963750 -0.081 -0.032 -0.018
H -3.519242 4.109903 -2.289291 -0.035 -0.013 0.005
H 1.677538 -1.999054 -6.655007 -0.008 0.006 0.011
H -0.420970 2.448851 3.184067 0.015 0.013 -0.005
H -2.753766 0.948025 0.861279 0.085 0.058 0.093
H -2.960862 3.838073 -3.895015 0.010 0.025 0.019
H 0.228850 4.646119 -0.460542 0.008 -0.020 0.016
H -0.365782 -0.743479 -7.368944 -0.011 0.041 -0.002
H -0.846897 -1.634022 3.365249 0.038 -0.003 0.019
```
Positions in Å, forces in eV/Å.

As for the charge: -1. The calculated total energy is -78306.5445 eV. The value obtained for the energy above the lowest of the compared OMol25 structures with the same formula, charge and spin is 0.424 eV. The value obtained for the molar mass is 752.88 g mol⁻¹. The calculation puts the HOMO energy (spin up / spin down) at -2.22 / -4.18 eV. As for the expectation value of S²: 0.7712. As for the LUMO energy (spin up / spin down): 2.3 / 2.3 eV. Its spin multiplicity is 2.

***

No. 3
Below is C23H20AuN9O as an isolated structure, with properties calculated with the ωB97M-V functional and the def2-TZVPD basis.

The geometry in XYZ format:
```
54
Properties=species:S:1:pos:R:3:forces:R:3
Au 0.034496 1.636155 -0.532917 0.609 -0.140 0.218
O -0.065771 -0.684340 0.665946 -0.020 -0.417 -0.275
N -2.277356 6.517176 -0.535916 -0.020 0.025 -0.005
N 0.118996 -1.790167 0.025718 0.042 0.327 0.176
N -0.148256 5.462153 -1.267071 0.065 -0.209 -0.026
N -3.065282 0.395950 1.773895 0.029 0.090 -0.005
N 2.925045 -0.125431 1.787272 -0.189 0.229 -0.363
N 2.137458 1.209957 0.207367 -0.710 0.046 0.068
N -0.047447 3.127051 -1.983448 0.061 -0.179 -0.028
N 0.107383 2.311318 2.083098 0.057 0.147 -0.180
N -1.971249 1.375215 0.138425 0.226 -0.026 0.126
C -0.122718 -3.024922 0.706785 -0.014 0.000 0.078
C 0.489242 -1.774233 -1.359150 -0.060 -0.020 -0.021
C 4.485767 -0.667365 -1.965649 0.033 -0.043 0.013
C -4.697302 -0.941559 0.350692 0.002 0.006 -0.014
C 3.601453 -0.469438 0.618521 -0.066 -0.085 0.038
C -1.310186 6.009834 -0.905656 -0.114 0.140 0.108
C 3.089586 0.373953 -0.368618 -0.054 -0.086 0.058
C 0.399244 -4.184033 -1.343163 -0.017 -0.120 0.076
C -1.232981 1.934306 2.490398 -0.033 0.032 0.164
C -3.651389 -0.061007 0.599310 -0.050 -0.009 -0.054
C -0.134587 4.253631 -1.605243 -0.002 0.182 -0.041
C -4.277022 -0.566934 -2.017301 -0.006 0.000 0.004
C -4.990761 -1.181990 -0.976509 -0.020 -0.002 -0.003
C 4.563481 -1.434599 0.344546 -0.016 0.051 -0.062
C 0.620989 -2.938943 -2.007246 0.036 0.194 -0.043
C 1.282748 1.598678 2.551919 -0.106 -0.068 -0.040
C 3.525804 0.282659 -1.688228 -0.004 0.045 0.082
C 4.995383 -1.511570 -0.965679 -0.007 -0.016 0.031
C -2.060762 1.231432 1.444660 -0.091 -0.013 -0.028
C -2.939967 0.555314 -0.428513 -0.107 -0.014 -0.060
C 2.049838 0.864102 1.479087 0.543 0.030 -0.011
C 0.015199 -4.176033 0.039059 0.004 0.053 0.019
C -3.244086 0.311042 -1.764258 0.011 0.004 0.040
H -5.798000 -1.857202 -1.223809 -0.007 -0.008 0.004
H 0.511441 -5.116695 -1.871041 0.005 -0.006 -0.020
H 1.049159 0.914609 3.373885 -0.031 -0.041 -0.067
H -0.407244 -2.903545 1.739483 -0.005 -0.029 -0.002
H 3.132523 0.943894 -2.448917 -0.002 0.007 -0.023
H -3.349089 0.175251 2.714431 -0.018 -0.020 -0.034
H 4.866731 -0.768829 -2.972429 -0.021 0.022 -0.017
H 1.989726 2.334653 2.944171 -0.008 -0.050 0.116
H 0.243363 3.304145 2.181106 -0.066 0.009 -0.080
H 4.956852 -2.085357 1.112592 0.024 -0.023 0.005
H -4.555036 -0.782265 -3.039265 0.004 -0.001 -0.020
H 0.631226 -0.789611 -1.776315 0.019 -0.002 -0.011
H -1.235059 1.317540 3.396066 0.050 -0.002 -0.017
H 5.749555 -2.238713 -1.233030 0.005 -0.013 0.019
H -0.165883 -5.106231 0.557998 -0.010 -0.005 0.007
H 0.903748 -2.919737 -3.050005 -0.004 -0.006 -0.013
H -2.699242 0.802971 -2.559042 0.012 0.002 -0.008
H -5.257759 -1.412525 1.146187 0.004 -0.002 0.020
H -1.772794 2.852656 2.735588 -0.033 -0.037 0.067
H 3.000788 -0.582364 2.680195 0.073 0.054 0.032
```
Positions in Å, forces in eV/Å.

As for the charge: +1. The calculated total energy is -43315.2574 eV. The value obtained for the energy above the lowest of the compared OMol25 structures with the same formula, charge and spin is 0.672 eV. The value obtained for the molar mass is 635.44 g mol⁻¹. The calculation puts the HOMO energy (spin up / spin down) at -9.24 / -11.60 eV. As for the expectation value of S²: 3.7813. As for the LUMO energy (spin up / spin down): -2.3 / -5.3 eV. Its spin multiplicity is 4.